Entry 1:
22
Properties=species:S:1:pos:R:3:nbo_charge:R:1 method="wB97M-V/def2-TZVPD" max_force_ha_per_bohr=0.051 multiplicity=2 relative_energy_ev=1.2898 charge=-1 homo_ev="1.1 / -5.9"
C 0.159 0.465 -1.191 -0.4313
C -0.323 1.849 -1.602 -0.9733
C 0.341 0.280 0.394 -0.2427
N 0.629 -1.067 0.860 -0.6197
C -0.316 -2.096 0.407 -0.2361
C 0.051 -3.446 1.013 -0.6364
H 1.130 0.187 -1.562 0.1715
H -0.538 -0.302 -1.439 0.1755
H 0.088 2.084 -2.598 0.1968
H -1.406 2.069 -1.642 0.1870
H -0.150 2.606 -0.844 0.2106
H 1.053 0.957 0.869 0.2100
H -0.653 0.657 0.717 0.1860
H 1.480 -1.342 0.369 0.3289
H -0.411 -2.017 -0.691 0.1690
H -1.325 -1.822 0.717 0.1846
H 0.541 -4.140 0.327 0.1990
H -0.767 -3.905 1.576 0.2068
H 0.746 -3.143 1.802 0.2260
H -0.909 3.915 0.694 0.3747
H 0.651 4.290 0.641 0.3730
O -0.070 3.923 1.184 -1.2599



Entry 2:
264
Properties=species:S:1:pos:R:3:lowdin_charge:R:1 method="wB97M-V/def2-TZVPD" max_force_ha_per_bohr=0.065 charge=+1 homo_ev=-10.2
Y -10.542 -27.441 -8.904 1.6261
C -7.499 -25.620 -8.781 -0.2226
O -8.738 -26.233 -9.077 -0.4510
H -6.915 -25.534 -9.700 0.0618
H -7.604 -24.545 -8.488 0.0719
H -6.888 -26.113 -8.007 0.0491
C -13.629 -28.097 -8.028 -0.2251
O -12.565 -27.556 -8.703 -0.4152
H -13.431 -29.097 -7.646 0.0414
H -13.971 -27.396 -7.264 0.0692
H -14.557 -28.265 -8.604 0.0654
C -16.007 -24.670 -12.795 -0.0784
O -15.088 -23.642 -13.173 -0.1853
C -15.677 -22.397 -13.215 -0.2422
C -14.589 -21.374 -13.499 -0.1898
O -13.770 -21.260 -12.361 -0.1574
C -12.934 -20.102 -12.290 -0.1639
C -12.027 -20.258 -11.035 -0.1861
O -12.760 -19.687 -9.956 -0.2250
C -12.018 -19.473 -8.755 -0.0654
H -15.371 -25.574 -12.623 0.0923
H -16.769 -24.858 -13.598 0.1067
H -16.523 -24.503 -11.859 0.0522
H -16.142 -22.131 -12.282 0.1213
H -16.419 -22.340 -14.047 0.1399
H -15.191 -20.476 -13.710 0.1322
H -13.944 -21.667 -14.322 0.1315
H -13.555 -19.199 -12.036 0.1391
H -12.398 -19.882 -13.195 0.1131
H -11.042 -19.701 -11.179 0.1380
H -11.782 -21.350 -10.971 0.1154
H -12.646 -18.886 -8.074 0.0747
H -11.162 -18.930 -9.078 0.0772
H -11.839 -20.454 -8.250 0.0939
C -16.841 -24.562 -4.600 -0.1156
O -16.397 -25.341 -3.515 -0.1965
C -15.140 -24.739 -3.074 -0.1728
C -14.528 -25.721 -2.107 -0.2110
O -14.124 -26.899 -2.706 -0.1344
C -15.098 -27.796 -3.171 -0.1679
C -14.521 -29.221 -3.498 -0.2018
O -13.973 -29.845 -2.376 -0.2380
C -14.992 -30.071 -1.344 -0.0311
H -16.167 -24.583 -5.471 0.0776
H -17.033 -23.546 -4.294 0.0811
H -17.830 -24.978 -4.895 0.0924
H -15.301 -23.733 -2.736 0.1172
H -14.374 -24.636 -3.901 0.1293
H -15.158 -25.923 -1.254 0.1280
H -13.603 -25.235 -1.738 0.1376
H -15.475 -27.381 -4.141 0.1310
H -15.938 -27.928 -2.474 0.1226
H -13.607 -29.245 -4.127 0.1182
H -15.239 -29.844 -4.081 0.1031
H -15.869 -30.458 -1.947 0.1033
H -15.115 -29.169 -0.803 0.0705
H -14.613 -30.907 -0.731 0.0972
C -6.689 -30.473 -5.229 -0.1230
O -7.796 -31.344 -5.018 -0.2069
C -8.169 -31.412 -3.611 -0.1744
C -9.416 -32.247 -3.416 -0.1820
O -10.516 -31.366 -3.650 -0.1682
C -11.780 -31.975 -3.319 -0.1623
C -12.332 -32.682 -4.531 -0.1664
O -12.218 -31.816 -5.686 -0.1878
C -13.513 -31.523 -6.234 -0.0711
H -5.771 -30.683 -4.643 0.0971
H -6.916 -29.353 -5.176 0.0980
H -6.369 -30.646 -6.269 0.0849
H -8.302 -30.387 -3.206 0.1297
H -7.355 -31.872 -2.995 0.1343
H -9.477 -32.519 -2.335 0.1335
H -9.366 -33.177 -4.005 0.1357
H -12.394 -31.088 -3.039 0.1129
H -11.674 -32.685 -2.492 0.1303
H -13.326 -32.958 -4.240 0.0901
H -11.723 -33.605 -4.789 0.1384
H -14.197 -31.254 -5.459 0.0493
H -13.866 -32.407 -6.798 0.1029
H -13.353 -30.720 -6.889 0.0381
C -12.311 -24.854 -6.916 -0.0405
O -11.225 -25.856 -6.967 -0.2812
C -10.688 -26.201 -5.644 -0.1321
C -9.314 -26.788 -5.853 -0.1737
O -9.384 -27.922 -6.684 -0.1941
C -9.733 -29.153 -6.054 -0.1462
C -9.705 -30.261 -7.060 -0.1044
O -10.407 -29.699 -8.245 -0.3166
C -10.962 -30.743 -9.038 -0.0463
H -11.917 -23.813 -6.735 0.0844
H -13.113 -25.194 -6.219 0.0950
H -12.717 -24.892 -7.925 0.0640
H -11.420 -26.905 -5.208 0.1257
H -10.601 -25.354 -4.949 0.1213
H -8.767 -27.085 -4.908 0.1318
H -8.687 -26.117 -6.406 0.1032
H -10.764 -29.125 -5.687 0.1384
H -9.055 -29.414 -5.244 0.1082
H -10.258 -31.082 -6.642 0.1104
H -8.653 -30.559 -7.333 0.1367
H -11.794 -31.105 -8.441 0.0839
H -10.223 -31.592 -9.163 0.1264
H -11.331 -30.335 -9.976 0.0761
C -7.781 -28.968 -10.063 -0.0313
O -9.126 -28.638 -10.554 -0.2889
C -9.054 -28.274 -11.912 -0.1991
C -9.804 -27.036 -12.153 -0.1600
O -11.076 -27.216 -11.499 -0.2210
C -12.152 -26.275 -11.729 -0.1252
C -11.836 -24.872 -11.192 -0.1497
O -11.358 -25.058 -9.860 -0.2538
C -10.621 -23.914 -9.433 -0.0861
H -7.900 -29.118 -8.977 0.0844
H -7.079 -28.143 -10.221 0.0902
H -7.351 -29.823 -10.614 0.1081
H -9.396 -29.145 -12.594 0.1688
H -7.990 -28.133 -12.182 0.1347
H -10.096 -26.892 -13.207 0.1469
H -9.384 -26.129 -11.761 0.1202
H -13.059 -26.810 -11.406 0.1166
H -12.215 -26.121 -12.823 0.1356
H -12.744 -24.276 -11.307 0.1198
H -11.036 -24.407 -11.737 0.1183
H -10.367 -24.188 -8.412 0.0632
H -11.229 -23.001 -9.450 0.0890
H -9.697 -23.753 -9.987 0.1000
C -5.169 -27.269 -6.284 -0.0944
O -6.252 -26.661 -5.584 -0.1933
C -5.757 -25.816 -4.603 -0.2642
C -6.832 -25.209 -3.840 -0.1876
O -7.482 -26.266 -3.088 -0.1595
C -8.477 -25.844 -2.121 -0.1634
C -9.343 -27.068 -1.812 -0.2017
O -10.121 -27.508 -2.924 -0.1949
C -11.252 -28.307 -2.521 -0.0672
H -5.485 -27.986 -7.046 0.0825
H -4.560 -27.797 -5.566 0.0891
H -4.660 -26.477 -6.859 0.0991
H -5.039 -25.127 -5.016 0.1303
H -5.178 -26.337 -3.863 0.1278
H -7.576 -24.610 -4.454 0.1379
H -6.354 -24.471 -3.105 0.1522
H -9.177 -25.078 -2.511 0.1278
H -7.978 -25.467 -1.218 0.1292
H -9.912 -26.800 -0.941 0.1112
H -8.646 -27.898 -1.501 0.1409
H -10.996 -29.343 -2.275 0.0817
H -11.875 -28.435 -3.395 0.0536
H -11.828 -27.789 -1.731 0.0989
C -20.447 -30.992 -3.675 -0.1225
O -19.963 -30.314 -4.781 -0.1953
C -19.267 -29.101 -4.576 -0.2127
C -20.178 -27.991 -4.289 -0.1884
O -20.566 -28.048 -2.901 -0.1396
C -21.529 -27.048 -2.556 -0.2019
C -21.949 -27.149 -1.105 -0.2075
O -22.666 -28.310 -0.713 -0.1900
C -23.989 -28.325 -1.262 -0.1148
H -21.010 -30.378 -2.981 0.0729
H -19.613 -31.358 -3.032 0.0847
H -21.069 -31.858 -4.066 0.1162
H -18.672 -29.012 -5.478 0.1247
H -18.544 -29.197 -3.789 0.1200
H -21.120 -28.067 -4.909 0.1444
H -19.652 -27.084 -4.553 0.1154
H -22.354 -27.192 -3.260 0.1157
H -21.191 -26.036 -2.738 0.1208
H -22.615 -26.246 -0.930 0.1343
H -21.053 -27.131 -0.430 0.1437
H -24.032 -28.612 -2.356 0.0968
H -24.547 -27.387 -1.018 0.0950
H -24.554 -29.141 -0.765 0.0888
C -21.229 -26.247 -7.980 -0.0908
O -19.945 -26.285 -8.584 -0.2192
C -19.968 -25.828 -9.960 -0.1434
C -18.681 -24.967 -10.220 -0.1335
O -17.494 -25.734 -9.882 -0.1690
C -16.959 -25.543 -8.552 -0.1591
C -15.775 -24.641 -8.650 -0.1907
O -15.993 -23.305 -9.116 -0.1853
C -14.806 -22.652 -9.524 -0.0804
H -21.508 -25.190 -7.759 0.1036
H -21.124 -26.811 -7.086 0.0585
H -21.996 -26.670 -8.622 0.0876
H -20.929 -25.351 -10.120 0.1150
H -19.896 -26.627 -10.668 0.1073
H -18.590 -24.074 -9.611 0.1217
H -18.649 -24.670 -11.220 0.0906
H -16.605 -26.510 -8.206 0.1230
H -17.807 -25.202 -7.952 0.1198
H -15.184 -25.081 -9.378 0.1004
H -15.276 -24.603 -7.639 0.1247
H -14.934 -21.615 -9.664 0.0637
H -14.497 -23.055 -10.494 0.0706
H -14.036 -22.838 -8.697 0.1117
C -15.931 -28.780 -11.796 -0.0889
O -14.512 -28.718 -11.706 -0.1947
C -13.941 -29.941 -11.137 -0.1432
C -14.441 -31.303 -11.690 -0.1644
O -13.512 -32.220 -11.068 -0.1544
C -13.935 -33.579 -11.208 -0.1860
C -13.078 -34.376 -10.277 -0.2354
O -13.309 -34.116 -8.924 -0.1843
C -12.219 -34.676 -8.148 -0.0438
H -16.257 -29.447 -12.648 0.1137
H -16.295 -27.825 -12.010 0.0531
H -16.413 -29.074 -10.875 0.0606
H -14.125 -29.998 -9.975 0.1294
H -12.881 -29.716 -11.306 0.1091
H -14.331 -31.394 -12.783 0.1355
H -15.466 -31.521 -11.419 0.0881
H -13.851 -33.891 -12.257 0.1353
H -14.986 -33.663 -11.018 0.1121
H -12.084 -34.034 -10.527 0.1189
H -13.145 -35.408 -10.533 0.1220
H -12.268 -35.721 -8.321 0.0755
H -12.366 -34.426 -7.097 0.0801
H -11.319 -34.258 -8.611 0.0883
C -15.060 -17.440 -7.413 -0.1429
O -14.860 -18.559 -6.587 -0.1884
C -15.276 -19.680 -7.400 -0.1950
C -15.183 -20.886 -6.502 -0.1700
O -13.857 -21.413 -6.344 -0.1410
C -13.083 -20.781 -5.310 -0.1918
C -11.961 -21.716 -4.944 -0.1768
O -11.172 -21.866 -6.150 -0.2311
C -9.845 -22.344 -6.022 -0.0949
H -14.597 -16.521 -6.976 0.0999
H -16.149 -17.180 -7.518 0.1009
H -14.630 -17.571 -8.414 0.0815
H -14.659 -19.783 -8.339 0.1112
H -16.328 -19.503 -7.722 0.1379
H -15.705 -21.737 -6.888 0.1034
H -15.592 -20.624 -5.508 0.1341
H -13.658 -20.516 -4.416 0.1293
H -12.620 -19.839 -5.611 0.1217
H -12.309 -22.712 -4.597 0.1180
H -11.346 -21.282 -4.099 0.1418
H -9.792 -23.421 -5.827 0.0665
H -9.225 -21.819 -5.306 0.0906
H -9.443 -22.255 -7.008 0.0794
C -18.516 -29.282 -9.340 -0.1043
O -17.285 -29.801 -8.908 -0.2544
C -17.172 -31.208 -9.072 -0.1847
C -15.920 -31.770 -8.369 -0.1825
O -16.205 -32.175 -7.080 -0.1474
C -16.695 -31.197 -6.224 -0.1889
C -16.932 -31.974 -4.985 -0.2330
O -15.730 -32.147 -4.361 -0.2145
C -15.777 -33.120 -3.273 -0.0397
H -18.783 -29.616 -10.372 0.1033
H -18.428 -28.218 -9.301 0.0567
H -19.279 -29.701 -8.620 0.1107
H -17.185 -31.352 -10.210 0.1271
H -18.098 -31.707 -8.602 0.1529
H -15.163 -30.937 -8.324 0.1220
H -15.537 -32.684 -8.853 0.1271
H -17.583 -30.815 -6.704 0.1146
H -15.956 -30.452 -5.978 0.1165
H -17.378 -32.974 -5.237 0.1542
H -17.734 -31.545 -4.335 0.1155
H -14.847 -33.122 -2.761 0.0665
H -15.904 -34.119 -3.653 0.0925
H -16.560 -32.909 -2.567 0.0857